Arrangement a

Molecular formula: C4H10O
Method: DFT, ωB97M-V/def2-TZVPD

CARTESIAN COORDINATES (ANGSTROEM)
O: -0.837 0.061 -1.259
C: 1.894 -0.407 1.210
C: -0.267 -0.033 -0.004
C: 1.184 -0.490 -0.133
C: -2.123 0.580 -1.170
H: 2.938 -0.724 1.130
H: -2.268 0.986 0.070
H: -0.650 1.224 0.513
H: 1.673 0.140 -0.883
H: 1.872 0.622 1.584
H: -0.838 -0.672 0.692
H: 1.248 -1.528 -0.511
H: 1.412 -1.049 1.958
H: -2.956 -0.112 -1.312
H: -2.284 1.402 -1.886

Output
LUMO: 1.17 eV
HOMO-LUMO gap: 10.7 eV


Arrangement b

Molecular formula: C4H10O
Method: DFT, ωB97M-V/def2-TZVPD

CARTESIAN COORDINATES (ANGSTROEM)
O: -1.030 0.212 -0.560
C: -0.722 1.477 -1.068
C: 0.165 -0.378 -0.095
C: -0.129 -1.850 0.166
C: 0.724 0.371 1.122
H: 1.397 -0.272 1.696
H: 0.801 -2.420 0.236
H: -0.082 0.716 1.783
H: -0.547 2.205 -0.262
H: -0.694 -2.010 1.094
H: 0.226 1.374 -1.652
H: -1.574 1.804 -1.672
H: 1.291 1.250 0.800
H: -0.727 -2.255 -0.657
H: 0.902 -0.225 -0.930

Output
Structure (SMILES): COC(C)C
LUMO: 1.17 eV
HOMO-LUMO gap: 10.9 eV


Tell me which of them is the most stable. Sure, it is arrangement b.


Arrangement a

Molecular formula: C4H10O
Method: DFT, ωB97M-V/def2-TZVPD

CARTESIAN COORDINATES (ANGSTROEM)
O: -0.993 1.124 1.219
C: -1.136 0.683 0.102
C: -2.102 -0.430 -0.203
C: 1.062 -1.151 -0.113
C: 2.064 -0.316 -0.359
H: 0.933 1.934 1.074
H: 0.811 -1.461 0.898
H: -0.588 1.118 -0.759
H: -1.829 -0.993 -1.099
H: 0.441 -1.544 -0.914
H: 2.288 0.037 -1.363
H: -2.180 -1.094 0.661
H: 2.691 0.069 0.440
H: -3.082 0.029 -0.373
H: 1.619 1.994 0.789

Output
Structure (SMILES): [H][H].CC=O.C=C
LUMO: 1.04 eV
HOMO-LUMO gap: 10.9 eV


Arrangement b

Molecular formula: C4H10O
Method: DFT, ωB97M-V/def2-TZVPD

CARTESIAN COORDINATES (ANGSTROEM)
O: -0.554 0.312 -1.415
C: -0.774 0.630 -0.122
C: 0.734 -0.479 0.902
C: -0.113 1.371 -2.254
C: -0.014 -1.424 1.820
H: 1.567 0.015 1.421
H: 1.103 -0.940 -0.015
H: -0.468 -0.890 2.664
H: 0.832 1.093 -2.734
H: -0.871 1.521 -3.030
H: 0.009 2.292 -1.678
H: -1.472 -0.100 0.291
H: -0.814 -1.947 1.285
H: 0.656 -2.186 2.238
H: 0.180 0.732 0.625

Output
LUMO: 1.13 eV
HOMO-LUMO gap: 8.9 eV


Arrangement c

Molecular formula: C4H10O
Method: DFT, ωB97M-V/def2-TZVPD

CARTESIAN COORDINATES (ANGSTROEM)
O: -1.165 0.262 0.534
C: 0.830 -0.786 0.014
C: 0.950 -0.180 -1.163
C: 1.515 -0.338 1.269
C: -1.809 0.295 -0.744
H: -2.759 0.791 -0.585
H: 0.339 -1.760 0.069
H: 2.460 -0.891 1.285
H: 0.641 -0.666 -2.080
H: 0.991 -0.563 2.206
H: -1.953 -0.696 -1.205
H: -1.254 0.887 -1.491
H: 1.348 0.830 -1.231
H: 1.745 0.732 1.248
H: -1.552 -0.412 1.108

Output
Structure (SMILES): C=CC.CO
LUMO: 0.96 eV
HOMO-LUMO gap: 9.5 eV


Tell me which of them is the most stable. Sure, it is arrangement c.


Arrangement a

Molecular formula: C3H9N2O2
Method: DFT, ωB97M-V/def2-TZVPD

CARTESIAN COORDINATES (ANGSTROEM)
O: 2.090 0.608 -2.289
O: -1.263 3.084 -0.979
N: 0.737 -1.562 0.892
N: -1.050 -0.332 0.856
C: -1.200 -1.331 1.856
C: 0.027 -1.999 1.972
C: 0.108 -0.642 0.188
H: 1.525 1.220 -2.703
H: -0.336 3.308 -1.200
H: -1.804 0.193 0.617
H: -2.033 -1.575 2.500
H: 1.706 -2.029 0.690
H: -1.732 3.694 -1.650
H: 2.415 0.010 -2.910
H: 0.497 0.043 -0.546
H: 0.314 -2.688 2.706

Output
Charge: +1
LUMO: -3.39 eV
HOMO-LUMO gap: 11.0 eV


Arrangement b

Molecular formula: C3H9N2O2
Method: DFT, ωB97M-V/def2-TZVPD

CARTESIAN COORDINATES (ANGSTROEM)
O: 1.533 -1.455 -0.006
O: -0.168 1.397 -0.357
N: 1.316 -0.277 -0.037
N: 0.094 0.065 -0.158
C: 2.416 0.675 0.024
C: -0.991 -0.954 -0.443
C: -2.222 -0.453 0.235
H: -1.188 -0.928 -1.449
H: 2.388 1.664 -0.324
H: -2.236 0.648 0.269
H: -0.782 1.858 0.271
H: 2.529 0.973 1.088
H: -2.211 -0.912 1.321
H: -0.523 -1.777 0.064
H: -3.227 -0.670 -0.279
H: 3.273 0.147 -0.219

Output
Structure (SMILES): CCN(O)[N+](C)=O
Charge: +1
LUMO: -5.38 eV
HOMO-LUMO gap: 10.3 eV


Arrangement c

Molecular formula: C3H9N2O2
Method: DFT, ωB97M-V/def2-TZVPD

CARTESIAN COORDINATES (ANGSTROEM)
O: 1.295 0.416 -0.479
O: -2.021 -0.337 0.085
N: 0.382 0.213 0.352
N: -0.222 -0.277 -2.412
C: -0.947 -0.185 -0.149
C: -0.252 1.295 1.282
C: 0.658 -1.107 1.005
H: 0.622 0.229 -1.983
H: -1.008 0.298 -2.562
H: 0.857 -1.919 0.288
H: -0.812 1.942 0.724
H: 1.568 -1.126 1.418
H: -0.861 0.978 2.171
H: 0.006 -1.516 1.918
H: 0.625 1.830 1.586
H: 0.111 -0.734 -3.244

Output
Charge: +1
LUMO: -5.70 eV
HOMO-LUMO gap: 9.2 eV


Tell me which of them is the most stable. Sure, it is arrangement a.


Arrangement a

Molecular formula: C3H9N2O2
Method: DFT, ωB97M-V/def2-TZVPD

CARTESIAN COORDINATES (ANGSTROEM)
O: 1.124 1.670 -0.394
O: -3.080 0.432 0.387
N: -1.691 0.653 -0.048
N: -1.321 -1.546 -0.474
C: 1.386 0.413 -0.382
C: -0.882 -0.333 -0.321
C: 2.215 -0.323 0.586
H: -1.201 1.547 0.132
H: -0.728 -2.214 -0.957
H: -2.291 -1.789 -0.317
H: 1.339 2.163 0.375
H: 1.558 0.055 -1.319
H: 1.704 -1.179 0.942
H: -3.748 1.149 0.209
H: 3.026 -0.874 0.043
H: 2.591 0.177 1.538

Output
Charge: +1
LUMO: -4.14 eV
HOMO-LUMO gap: 9.8 eV


Arrangement b

Molecular formula: C3H9N2O2
Method: DFT, ωB97M-V/def2-TZVPD

CARTESIAN COORDINATES (ANGSTROEM)
O: -0.647 -0.925 0.621
O: 0.809 0.759 0.649
N: -0.076 0.107 -0.042
N: -0.261 0.293 -1.273
C: -1.135 -0.627 -1.957
C: -0.178 -1.353 2.001
C: 1.272 1.980 0.021
H: -0.225 -0.584 2.699
H: 2.349 1.853 -0.152
H: 1.031 2.702 0.793
H: 0.718 2.146 -0.908
H: 0.848 -1.633 1.702
H: -1.464 -1.498 -1.318
H: -0.909 -2.147 2.296
H: -1.771 0.062 -2.497
H: -0.361 -1.136 -2.635

Output
Structure (SMILES): CN=[N+](OC)OC
Charge: +1
LUMO: -4.69 eV
HOMO-LUMO gap: 10.9 eV


Tell me which of them is the most stable. Sure, it is arrangement a.